Record 1
Formula: C4H6N2S
Source: OMol25
Level of theory: wB97M-V/def2-TZVPD

```
13
Properties=species:S:1:pos:R:3:forces:R:3:lowdin_charge:R:1
C 2.234 0.303 0.004 0.89 -0.98 -0.05 -0.1145
C 0.803 0.270 -0.279 -3.03 1.26 -0.32 -0.6982
C -1.989 0.269 -0.293 1.00 1.12 0.02 -0.2250
C -1.388 -0.906 0.419 0.14 0.04 0.75 -0.3925
H 2.804 -0.111 -0.874 -0.49 0.35 0.77 0.0977
H 2.520 1.325 0.161 0.43 0.39 0.37 0.0714
H 2.414 -0.391 0.868 0.20 0.89 -0.65 0.0938
H -3.032 0.311 -0.551 -0.26 -0.16 -0.21 0.0958
H -2.145 -1.717 0.493 0.92 0.26 -0.35 0.0793
H -1.073 -0.641 1.503 -0.19 -0.40 -1.83 0.1150
N -0.020 1.295 -0.175 3.86 -0.58 0.17 -0.0229
N -1.269 1.300 -0.626 -1.91 -1.73 0.35 -0.0169
S 0.141 -1.305 -0.651 -1.56 -0.46 0.99 0.9171
```
Forces are in eV/Å.

Calculated values
HOMO in eV: -9.06
Structure (SMILES): CC1=NN=CCS1
LUMO in Ha: 0.013
ΔE to the lowest compared entry with this formula, charge and spin in kcal per mole: 51.3
Orbital gap in eV: 9.41


Record 2
Formula: C10H17BFeN3O2
Source: OMol25
Level of theory: wB97M-V/def2-TZVPD

```
34
Properties=species:S:1:pos:R:3:forces:R:3:lowdin_charge:R:1
Fe -0.239 0.915 0.958 -0.01 -0.16 -0.08 0.8218
N -1.628 1.806 2.373 -0.03 0.19 -0.05 -0.0305
C -2.375 0.751 3.098 0.05 -0.03 0.03 -0.2090
C -2.743 -0.369 2.136 -0.02 0.00 0.01 -0.1788
N -1.580 -0.810 1.347 0.10 -0.02 -0.10 -0.1234
C -0.763 -1.897 1.922 0.00 -0.02 0.02 -0.1765
C 0.342 -1.377 2.831 0.00 0.05 0.00 -0.2091
N 1.109 -0.318 2.135 -0.01 0.03 0.10 -0.0250
H -1.235 2.470 3.034 0.00 -0.01 0.00 0.1080
H -2.278 2.351 1.809 0.01 0.01 0.00 0.1100
H -3.276 1.147 3.569 -0.02 -0.02 -0.01 0.1275
H -1.735 0.379 3.898 0.00 0.02 -0.01 0.1063
H -3.496 -0.008 1.434 0.01 0.01 0.00 0.1319
H -3.189 -1.197 2.694 -0.01 0.00 -0.01 0.1293
H -1.894 -1.104 0.429 -0.05 -0.01 0.02 0.1286
H -0.314 -2.435 1.086 0.02 0.00 0.00 0.1323
H -1.381 -2.610 2.475 -0.01 -0.01 -0.01 0.1288
H 0.979 -2.208 3.138 0.00 -0.02 -0.01 0.1270
H -0.073 -0.944 3.741 0.00 0.00 0.00 0.1056
H 1.720 -0.733 1.435 0.00 0.02 -0.02 0.1080
H 1.725 0.161 2.785 0.02 -0.04 0.01 0.1086
O 1.743 1.355 -1.442 0.23 -0.22 0.34 0.0958
B 0.452 0.967 -1.089 -0.17 0.40 0.45 -0.5270
O -0.205 0.403 -2.167 0.48 -0.26 -0.66 0.0943
C 0.751 0.354 -3.194 -0.08 0.12 0.50 -0.1912
C 0.627 -0.157 -4.461 0.10 -0.01 -0.13 0.0085
C 1.769 -0.094 -5.265 -0.04 0.03 0.10 -0.0754
C 2.957 0.460 -4.797 -0.05 0.01 0.05 -0.0748
C 3.063 0.984 -3.507 0.06 -0.02 -0.15 0.0117
C 1.938 0.912 -2.726 -0.59 -0.02 -0.40 -0.2202
H -0.300 -0.584 -4.817 0.00 0.00 0.01 0.1219
H 1.727 -0.486 -6.272 0.00 0.00 0.00 0.1059
H 3.819 0.490 -5.449 -0.01 0.00 0.00 0.1064
H 3.980 1.427 -3.143 0.00 0.00 0.00 0.1226
```
Forces are in eV/Å.

Calculated values
HOMO (alpha / beta) in eV: -10.89 / -10.90
2S+1: 5
LUMO (alpha / beta) in Ha: -0.104 / -0.121
Total charge: +1
Orbital gap (alpha / beta) in eV: 8.07 / 7.59
<S²>: 6.011


Record 3
Formula: CH11O5
Source: OMol25
Level of theory: wB97M-V/def2-TZVPD

```
17
Properties=species:S:1:pos:R:3:forces:R:3:lowdin_charge:R:1
C -0.938 3.436 -0.357 0.35 0.91 0.25 -0.1552
O 0.421 3.729 -0.712 -0.58 -0.71 0.23 -0.1274
H -1.184 2.378 -0.264 0.20 -0.14 -0.36 0.0663
H -1.565 3.925 -1.094 -0.27 -0.21 -0.19 0.0722
H -1.181 3.891 0.607 0.05 0.03 0.11 0.0710
H -0.112 -2.342 -0.880 -0.15 -0.12 -0.35 -0.0008
H 0.505 -3.628 -0.461 0.07 -0.26 -0.35 0.0398
O -0.212 -3.298 -1.019 0.26 0.30 0.61 -0.0504
H 0.911 2.918 -0.528 0.22 0.21 -0.05 0.0149
H -0.200 -0.415 0.815 0.01 -0.15 0.04 0.0749
O 0.358 -0.701 0.071 -0.32 -0.13 0.53 -0.0008
H -1.841 -3.102 1.976 -0.06 -0.07 -0.06 0.0319
H -0.654 -3.698 1.223 -0.32 -0.02 -0.05 -0.0073
O -1.142 -3.757 2.054 0.20 0.09 0.11 -0.0558
H 2.494 0.909 0.191 -0.15 -0.01 -0.03 0.0793
H 0.978 0.328 -0.149 0.39 0.34 -0.73 -0.0529
O 1.651 1.176 -0.209 0.10 -0.08 0.29 0.0000
```
Forces are in eV/Å.

Calculated values
HOMO (alpha / beta) in eV: -10.14 / -10.14
2S+1: 2
LUMO (alpha / beta) in Ha: 0.002 / -0.169
ΔE to the lowest compared entry with this formula, charge and spin in kcal per mole: 24.0
Orbital gap (alpha / beta) in eV: 10.19 / 5.53
<S²>: 0.759


Number 1: E -18058.749 eV. Number 2: E -54271.137 eV. Number 3: E -11449.290 eV.